No. 1
{"formula": "C8H16N5O", "method": "ωB97M-V/def2-TZVPD", "elements": ["C", "C", "C", "C", "C", "C", "C", "C", "N", "N", "N", "N", "N", "O", "H", "H", "H", "H", "H", "H", "H", "H", "H", "H", "H", "H", "H", "H", "H", "H"], "xyz": [[0.479, -1.253, -0.936], [2.186, 0.755, -0.610], [0.275, 0.712, -2.292], [2.316, -0.861, -2.623], [-2.285, 1.436, 1.025], [-3.159, -0.524, 2.376], [1.375, -0.113, -1.650], [-2.034, 0.377, 1.953], [1.244, -1.349, 1.247], [0.358, -1.111, 0.390], [0.165, 0.018, 2.751], [1.163, -0.746, 2.472], [-0.871, 0.132, 2.190], [-0.067, -1.966, -1.702], [2.904, 1.267, -1.271], [1.537, 1.582, -0.354], [2.575, 0.211, 0.207], [-0.129, 0.166, -3.131], [-0.594, 1.003, -1.587], [0.763, 1.527, -2.705], [2.794, -1.717, -2.122], [2.990, -0.281, -3.134], [1.700, -1.374, -3.299], [-1.535, 2.312, 0.990], [-3.253, 1.827, 1.183], [-2.287, 1.073, 0.034], [-4.145, -0.031, 2.611], [-3.507, -1.087, 1.556], [-2.799, -1.072, 3.182], [1.842, -0.913, 3.249]], "atomic_forces_ev_per_a": [[2.53, 2.07, -3.92], [-1.48, 0.57, -3.14], [-1.31, -1.05, 0.82], [-1.91, -1.52, 2.25], [0.88, 3.38, -0.86], [-1.04, 2.10, 0.12], [0.88, -0.79, 2.06], [-3.56, 0.05, -0.83], [1.47, -0.41, 0.87], [-1.49, -0.61, 3.00], [2.51, 0.11, 4.23], [-0.98, 0.06, -1.33], [2.00, -1.35, -0.56], [-1.47, -1.47, 0.61], [0.48, -0.40, 0.71], [-0.22, 0.06, 0.88], [0.79, -0.30, 0.67], [-0.39, -0.26, -0.12], [1.57, -0.27, -1.01], [0.54, 2.20, -0.63], [0.37, 0.61, 0.18], [1.66, 1.59, -0.98], [-0.89, -0.49, -1.40], [-0.98, -1.49, 0.48], [-1.10, 0.63, 0.17], [-0.06, -0.74, -1.27], [1.39, 0.25, 0.26], [0.26, -1.27, -1.17], [0.11, -1.48, 1.34], [-0.57, 0.20, -1.43]], "mulliken_spin": [0.0056, 0.0140, 0.0076, -0.0013, 0.0159, 0.0203, 0.0625, 0.0512, 0.6686, 0.6887, 0.1163, -0.0554, 0.1382, 0.2451, 0.0066, -0.0036, 0.0017, 0.0019, -0.0017, 0.0036, 0.0025, 0.0033, -0.0008, 0.0003, 0.0013, 0.0031, 0.0035, 0.0039, 0.0001, -0.0027], "e_lumo_ev": [-3.578, -6.983], "charge": 1, "e_homo_ev": [-11.41, -13.39], "max_force_ev_per_a": 5.1, "gap_ev": [7.832, 6.403], "spin_multiplicity": 3, "s_squared": 2.033}

=====

No. 2
{"formula": "C5H12N2S", "method": "ωB97M-V/def2-TZVPD", "elements": ["C", "C", "C", "C", "C", "N", "N", "S", "H", "H", "H", "H", "H", "H", "H", "H", "H", "H", "H", "H"], "xyz": [[-0.475, -0.716, 0.418], [-0.097, 1.502, -0.365], [0.056, -1.656, -0.609], [-1.333, 1.975, -1.034], [1.567, -0.836, 1.678], [-0.250, 0.678, 2.175], [0.135, -0.469, 1.527], [0.389, 2.149, 1.139], [-1.619, -0.551, 0.523], [0.730, 1.179, -1.093], [1.146, -1.555, -0.679], [-0.699, -1.573, -1.408], [-0.185, -2.697, -0.402], [-2.158, 1.385, -0.783], [-1.219, 1.962, -2.177], [-1.401, 3.106, -0.919], [1.826, -1.566, 0.802], [2.146, 0.085, 1.861], [1.633, -1.376, 2.687], [-1.269, 0.957, 1.997]], "atomic_forces_ev_per_a": [[-2.80, 1.00, -2.37], [2.01, -1.46, -0.81], [-1.70, -0.48, 0.33], [1.55, 2.70, -2.71], [-0.64, -1.47, 1.32], [-0.77, 0.64, 1.10], [1.15, 1.02, 2.19], [0.16, -0.51, -0.83], [1.96, -0.34, -0.68], [-1.04, 0.59, 1.29], [-0.80, 0.13, -1.35], [1.37, 0.67, -0.80], [0.39, -0.41, 0.86], [-1.80, -0.34, 0.49], [-0.13, -0.56, 1.42], [-0.73, -1.45, 0.47], [0.13, 1.85, 2.25], [0.00, -0.39, -0.94], [0.01, 0.38, -1.54], [1.71, -1.57, 0.29]], "lowdin_charge": [-0.2416, -0.6597, -0.0793, -0.2216, -0.0185, -0.2465, -0.3356, 0.7878, 0.1534, 0.0741, 0.0674, 0.0940, 0.0802, 0.0221, 0.0880, 0.0803, 0.0996, 0.0682, 0.1075, 0.0800], "e_lumo_ev": 0.792, "e_homo_ev": -7.57, "e_above_lowest_ev": 4.2888, "max_force_ev_per_a": 4.1, "gap_ev": 8.361}

=====

No. 3
{"formula": "C34H70O9", "method": "ωB97M-V/def2-TZVPD", "elements": ["C", "C", "C", "O", "C", "H", "H", "H", "H", "H", "H", "H", "H", "C", "C", "C", "O", "C", "H", "H", "H", "H", "H", "H", "H", "H", "C", "C", "C", "O", "C", "H", "H", "H", "H", "H", "H", "H", "H", "C", "C", "C", "O", "C", "H", "H", "H", "H", "H", "H", "H", "H", "C", "C", "C", "O", "C", "H", "H", "H", "H", "H", "H", "H", "H", "C", "C", "C", "O", "C", "H", "H", "H", "H", "H", "H", "H", "H", "C", "C", "C", "O", "C", "H", "H", "H", "H", "H", "H", "H", "H", "C", "C", "C", "O", "C", "H", "H", "H", "H", "H", "H", "H", "H", "C", "C", "O", "H", "H", "H", "H", "H", "H"], "xyz": [[-17.437, 19.068, 3.821], [-18.597, 18.047, 4.040], [-18.019, 16.746, 3.568], [-16.646, 16.996, 3.269], [-16.426, 18.343, 2.993], [-16.869, 19.308, 4.722], [-17.735, 20.033, 3.409], [-19.525, 18.192, 3.488], [-18.721, 18.105, 5.121], [-18.516, 16.429, 2.649], [-18.139, 15.959, 4.311], [-16.522, 18.479, 1.911], [-15.373, 18.609, 3.104], [-12.408, 13.226, 0.012], [-11.941, 11.818, 0.417], [-10.440, 12.028, 0.664], [-10.120, 13.297, 0.189], [-11.160, 13.822, -0.629], [-12.786, 13.789, 0.866], [-13.226, 13.280, -0.708], [-12.214, 11.162, -0.410], [-12.415, 11.379, 1.295], [-9.908, 11.208, 0.176], [-10.172, 12.051, 1.722], [-10.955, 13.498, -1.651], [-11.041, 14.902, -0.542], [-13.128, 21.077, 3.981], [-13.068, 21.044, 2.437], [-12.154, 19.884, 2.017], [-12.416, 18.939, 3.108], [-12.732, 19.627, 4.316], [-14.124, 21.314, 4.356], [-12.449, 21.833, 4.374], [-12.664, 22.025, 2.183], [-14.005, 20.900, 1.899], [-11.088, 20.118, 1.971], [-12.323, 19.541, 0.996], [-11.863, 19.610, 4.975], [-13.560, 19.109, 4.802], [-8.365, 17.477, 2.710], [-8.799, 16.242, 3.451], [-8.777, 15.070, 2.471], [-8.172, 15.630, 1.321], [-8.563, 16.995, 1.272], [-7.313, 17.711, 2.883], [-8.867, 18.429, 2.883], [-9.830, 16.403, 3.768], [-8.149, 16.016, 4.296], [-9.770, 14.649, 2.303], [-8.069, 14.306, 2.793], [-9.569, 17.114, 0.863], [-7.854, 17.543, 0.650], [-11.928, 11.532, 4.469], [-10.559, 10.776, 4.441], [-10.855, 9.607, 3.518], [-12.287, 9.414, 3.590], [-12.965, 10.461, 4.185], [-12.031, 12.386, 3.801], [-12.214, 11.882, 5.462], [-10.256, 10.290, 5.369], [-9.738, 11.358, 4.023], [-10.285, 8.696, 3.695], [-10.571, 9.935, 2.515], [-13.550, 10.233, 5.078], [-13.669, 10.730, 3.393], [-18.729, 12.795, 2.301], [-20.265, 12.719, 2.207], [-20.739, 13.867, 3.091], [-19.706, 14.039, 4.069], [-18.582, 13.167, 3.807], [-18.410, 13.662, 1.722], [-18.316, 11.823, 2.035], [-20.492, 11.759, 2.673], [-20.664, 12.812, 1.198], [-21.676, 13.769, 3.638], [-20.774, 14.750, 2.449], [-18.665, 12.281, 4.438], [-17.638, 13.681, 3.988], [-15.334, 15.648, -0.313], [-14.509, 16.755, 0.210], [-14.702, 17.822, -0.809], [-16.115, 17.706, -0.965], [-16.484, 16.337, -1.065], [-15.629, 14.853, 0.373], [-14.762, 15.087, -1.056], [-13.448, 16.497, 0.255], [-14.866, 16.923, 1.226], [-14.148, 17.611, -1.727], [-14.299, 18.775, -0.465], [-16.553, 15.981, -2.094], [-17.446, 16.140, -0.593], [-16.287, 15.648, 8.698], [-17.614, 15.650, 9.362], [-18.586, 15.653, 8.165], [-17.878, 16.024, 7.034], [-16.570, 16.465, 7.406], [-16.026, 14.667, 8.300], [-15.433, 16.103, 9.198], [-17.642, 16.606, 9.889], [-17.701, 14.823, 10.065], [-19.477, 16.233, 8.404], [-18.743, 14.573, 8.102], [-16.522, 17.554, 7.460], [-15.832, 16.076, 6.705], [-13.130, 15.801, 3.685], [-14.094, 14.630, 3.620], [-15.318, 14.810, 4.270], [-13.193, 16.251, 4.677], [-13.427, 16.650, 3.066], [-12.110, 15.568, 3.380], [-13.622, 13.789, 4.132], [-14.171, 14.229, 2.605], [-15.659, 15.634, 3.895]], "atomic_forces_ev_per_a": [[0.08, 0.84, -0.14], [0.76, 1.10, 0.69], [0.07, -0.33, -0.19], [0.72, -1.59, 0.67], [0.12, 0.24, -2.04], [-0.70, -0.10, 0.57], [-0.11, -0.11, -0.18], [0.05, 0.72, 0.26], [-0.73, -0.58, -0.09], [-0.04, -0.12, -0.10], [0.41, -0.06, -0.09], [-0.65, 0.22, -0.26], [0.06, -0.15, 0.86], [-0.68, 0.35, -0.38], [-0.66, 0.31, -0.08], [-0.55, -0.67, 0.04], [0.91, 0.58, -0.37], [0.70, -0.28, 1.13], [0.48, 0.25, 0.11], [-0.13, -0.53, 0.00], [0.63, -0.27, -0.04], [-0.23, 0.31, 0.05], [0.48, 0.17, -0.10], [-0.13, -0.34, 0.12], [-0.51, 0.03, -0.24], [-0.34, 0.06, -0.23], [-0.29, -0.94, -0.82], [0.64, 1.10, -0.54], [-0.02, 0.57, 1.89], [0.14, -0.15, -1.39], [0.23, 0.33, 0.15], [-0.01, 0.00, -0.09], [0.14, -0.21, 0.01], [-0.08, -0.09, -0.70], [-0.28, 0.16, 0.46], [0.16, 0.30, 0.56], [-0.77, -0.75, 0.37], [0.04, -0.12, 0.10], [0.08, -0.22, -0.04], [0.25, 0.28, -0.96], [-0.98, -0.12, 1.50], [1.13, 0.53, 0.13], [-0.41, 0.21, -1.03], [1.32, 0.28, -0.05], [0.14, -0.26, -0.19], [-0.51, -0.30, 0.37], [0.07, -0.13, 0.51], [-0.28, 0.18, 0.22], [0.00, -0.03, -0.30], [-0.36, -0.30, 0.09], [-0.25, 0.02, 0.22], [-0.14, -0.27, -0.46], [0.04, 0.03, 1.20], [-0.52, -0.37, -0.12], [-0.76, 0.96, -0.79], [1.49, -2.48, -0.23], [-0.25, 0.93, -1.24], [0.48, -0.16, -0.22], [0.63, 0.46, 0.08], [-0.16, 0.80, 0.48], [-0.01, 0.16, 0.31], [-0.39, -0.13, 0.41], [-0.33, -0.26, -0.37], [0.23, -0.64, 0.08], [-0.41, 0.68, 0.36], [-1.17, 0.68, 1.06], [0.08, -0.39, 0.50], [1.05, 0.03, -0.09], [0.53, -0.04, 0.23], [-0.55, -0.01, -1.19], [0.55, -0.34, -0.29], [0.47, 0.36, -0.18], [-0.60, -0.08, -0.28], [0.00, -0.31, 0.03], [-0.11, -0.28, -0.29], [-0.18, 0.34, 0.17], [0.10, -0.06, 0.09], [-0.14, 0.11, 0.27], [-0.19, -2.32, -1.57], [1.83, -0.78, 1.16], [-0.52, -0.54, 0.66], [-0.92, 1.73, -1.11], [0.73, -0.18, 0.80], [-0.21, 0.42, 0.42], [0.18, 0.03, -0.15], [0.06, -0.25, 0.31], [0.17, 0.97, -0.09], [-0.14, -0.30, -0.25], [-0.98, 0.43, 0.01], [0.09, 0.25, -0.18], [-0.08, 0.52, 0.08], [0.85, 0.79, -1.83], [0.27, 1.29, 0.73], [0.49, -1.94, 1.92], [0.49, 1.10, -0.99], [0.35, -1.33, 0.23], [0.17, -0.16, 0.37], [-0.13, -0.29, 0.45], [-0.43, -0.08, 0.39], [-0.48, 0.10, -0.04], [-0.12, -0.04, -0.50], [-1.18, 0.05, -0.57], [0.02, 0.07, 0.32], [-0.30, 0.46, -0.63], [-0.82, 0.97, -0.08], [1.45, -1.36, 0.30], [0.00, 0.39, -0.28], [0.50, -0.35, 0.29], [-0.16, -0.17, -0.37], [0.01, -0.23, 0.25], [0.06, 0.00, 0.24], [-0.47, 0.37, -0.39], [-0.62, 0.28, 0.12]], "lowdin_charge": [-0.1361, -0.1185, -0.1775, -0.1707, -0.2315, 0.1053, 0.1123, 0.1139, 0.1037, 0.1198, 0.1048, 0.1173, 0.1120, -0.1573, -0.1325, -0.2173, -0.1578, -0.1709, 0.0889, 0.0999, 0.1120, 0.0944, 0.1186, 0.0968, 0.1226, 0.1165, -0.1427, -0.1641, -0.1587, -0.1774, -0.2068, 0.1032, 0.1048, 0.1049, 0.1041, 0.1059, 0.1036, 0.1146, 0.1062, -0.1652, -0.1677, -0.2035, -0.1336, -0.2057, 0.1096, 0.1030, 0.0957, 0.1101, 0.0980, 0.1224, 0.1146, 0.1182, -0.1477, -0.1386, -0.1854, -0.1358, -0.2452, 0.0846, 0.1057, 0.1095, 0.0990, 0.1187, 0.0904, 0.1167, 0.1125, -0.1456, -0.1794, -0.2010, -0.1724, -0.1718, 0.1021, 0.1099, 0.1097, 0.1095, 0.1174, 0.1073, 0.1151, 0.0940, -0.1832, -0.2033, -0.1868, -0.1354, -0.1748, 0.1103, 0.0972, 0.1153, 0.0958, 0.1260, 0.1130, 0.1140, 0.1137, -0.1816, -0.1870, -0.2177, -0.1380, -0.1809, 0.1174, 0.1153, 0.1104, 0.1126, 0.1207, 0.1197, 0.1167, 0.1050, -0.0607, -0.3288, -0.0671, 0.0817, 0.0409, 0.0629, 0.0850, 0.0923, 0.0377], "e_lumo_ev": 0.634, "e_homo_ev": -9.31, "smiles": "C1CCOC1.C1CCOC1.C1CCOC1.C1CCOC1.C1CCOC1.C1CCOC1.C1CCOC1.C1CCOC1.CCO", "e_above_lowest_ev": 2.1851, "max_force_ev_per_a": 2.9, "gap_ev": 9.946}

=====

No. 4
{"formula": "C5H9NO", "method": "ωB97M-V/def2-TZVPD", "elements": ["C", "C", "N", "C", "C", "C", "O", "H", "H", "H", "H", "H", "H", "H", "H", "H"], "xyz": [[1.805, -0.070, -0.162], [0.674, 0.632, -0.874], [-0.148, -0.150, -1.800], [-0.752, 0.370, -0.575], [-1.183, -0.649, 0.450], [-1.001, -0.176, 1.870], [-0.618, 0.928, 2.180], [1.670, -1.155, -0.201], [2.767, 0.161, -0.631], [1.851, 0.247, 0.886], [0.894, 1.661, -1.163], [-0.425, 0.401, -2.607], [-1.416, 1.230, -0.659], [-0.631, -1.587, 0.316], [-2.242, -0.917, 0.319], [-1.246, -0.927, 2.653]], "atomic_forces_ev_per_a": [[-0.03, -0.05, 0.01], [0.17, 0.17, 0.14], [-0.05, 0.00, -0.28], [-0.16, 0.11, 0.16], [0.07, 0.03, -0.06], [0.08, 0.27, 0.08], [-0.17, -0.48, -0.12], [0.00, 0.14, 0.03], [-0.15, -0.04, 0.04], [0.03, -0.03, -0.15], [-0.06, -0.17, 0.03], [0.04, -0.07, 0.09], [0.11, -0.14, -0.02], [-0.04, 0.12, 0.06], [0.14, 0.03, 0.05], [0.01, 0.10, -0.06]], "lowdin_charge": [-0.0542, -0.3285, 0.0536, -0.3041, -0.1250, -0.2571, 0.0510, 0.0774, 0.0734, 0.0747, 0.1367, 0.0922, 0.1435, 0.1214, 0.1247, 0.1204], "e_lumo_ev": 1.063, "e_homo_ev": -9.63, "smiles": "C[C@H]1N[C@H]1CC=O", "e_above_lowest_ev": 1.9682, "max_force_ev_per_a": 0.5, "gap_ev": 10.696}

=====

No. 5
{"formula": "C2H3ClS", "method": "ωB97M-V/def2-TZVPD", "elements": ["C", "C", "S", "Cl", "H", "H", "H"], "xyz": [[-1.527, 0.532, -0.658], [-1.307, -0.229, 0.243], [2.441, -0.021, 0.575], [-1.743, 1.526, -1.934], [-1.201, -0.876, 1.062], [2.169, -1.277, 0.252], [1.168, 0.345, 0.459]], "atomic_forces_ev_per_a": [[0.27, -0.42, 0.31], [-0.37, 0.62, -0.61], [0.39, 0.28, 0.15], [-0.06, 0.16, -0.13], [0.13, -0.38, 0.45], [-0.09, -0.35, -0.11], [-0.26, 0.08, -0.06]], "lowdin_charge": [-0.7410, 0.0152, 0.4954, 0.7109, 0.0274, -0.2293, -0.2786], "e_lumo_ev": 0.705, "e_homo_ev": -9.69, "smiles": "C#CCl.S", "e_above_lowest_ev": 1.8054, "max_force_ev_per_a": 0.9, "gap_ev": 10.398}